Formula: C2H8O4P
Source: the OMol25 dataset
Level of theory: wB97M-V/def2-TZVPD

Each line ends with the Mulliken charge.
Cartesian coordinates (Å):
H: -2.9893 0.6447 1.3779  0.359
H: 1.9288 -0.9822 0.9201  0.300
H: 0.6916 -0.3585 -1.2021  0.438
O: -1.5974 -1.3003 0.7599  -0.365
H: -0.9582 0.1819 -2.0580  0.410
H: 1.5213 1.1955 -1.1179  0.300
H: 1.9603 0.8291 1.4271  0.305
O: -2.7550 0.7728 0.4759  -0.340
H: -0.9486 -2.0590 0.6703  0.369
H: 3.0487 0.1252 0.3013  0.401
C: 2.0465 0.0397 0.5709  -1.184
C: 1.1228 0.3946 -0.5096  -0.057
O: -0.0637 1.0378 -0.0524  -0.012
O: -1.4497 -0.4912 -1.5130  -0.361
P: -1.5581 -0.0299 -0.0503  0.437

As for the net charge: +1. Its spin multiplicity is 3. The lowest unoccupied orbital energy (spin up / spin down) is -3.119 / -8.773 eV. Its expectation value of S² is 2.01. The HOMO energy (spin up / spin down) comes out at -9.89 / -16.92 eV.

=====

Formula: C2H8O5P2
Source: the OMol25 dataset
Level of theory: wB97M-V/def2-TZVPD

Each line ends with the Mulliken charge.
Cartesian coordinates (Å):
C: 3.1398 -1.1454 -0.4002  -0.804
H: -2.5594 1.9590 0.0426  0.346
H: 2.6604 1.6008 0.6428  0.313
H: -3.0114 1.1414 1.5616  0.284
H: 0.5778 -1.5239 1.3545  0.343
O: -2.6549 0.0277 -1.4715  -0.484
C: -2.1619 1.3119 0.7428  -0.909
H: -2.6474 -0.6801 -2.1804  0.352
H: 3.1264 -2.2412 -0.3178  0.273
P: 1.6115 -0.2721 -0.2055  1.022
H: -1.4084 1.8564 1.2903  0.330
P: -1.7627 -0.1778 -0.1964  0.915
O: 0.5412 -0.2309 -1.2980  -0.570
O: 1.9547 1.2902 0.1042  -0.532
H: 3.6355 -0.9109 -1.3948  0.256
O: 0.9525 -0.5850 1.2331  -0.523
O: -1.9936 -1.4200 0.4927  -0.611

The lowest unoccupied orbital energy (spin up / spin down) is -2.084 / -0.308 eV. The HOMO energy (spin up / spin down) comes out at -6.60 / -9.32 eV. The energy above the lowest of the compared OMol25 structures with the same formula, charge and spin is 4.6656 eV.

=====

Formula: C2H8O5Si
Source: the OMol25 dataset
Level of theory: wB97M-V/def2-TZVPD

Each line ends with the Mulliken charge.
Cartesian coordinates (Å):
H: -0.3356 -0.4163 -3.2126  0.360
H: 0.9399 -1.8565 1.7785  0.325
H: 0.5106 -1.3949 -1.9905  0.201
C: 0.0192 -0.3509 -2.1930  -1.257
H: 0.7161 0.3624 -2.2768  0.433
C: -0.9115 -0.0704 -1.1018  0.412
H: -1.0630 -1.3500 0.1152  0.444
O: 2.0164 0.8441 1.3512  -0.502
O: -0.2884 0.8726 -0.0389  -0.292
Si: 0.3958 0.4056 1.3616  0.684
H: 2.1729 1.5297 1.9324  0.295
H: -0.9450 1.7857 2.2836  0.311
H: -1.6058 0.7173 -1.5692  0.195
O: -1.6250 -1.1236 -0.5857  -0.491
O: -0.2504 1.2678 2.5901  -0.551
O: 0.2540 -1.2226 1.5561  -0.567

As for the structure (SMILES): C[C@@H](O)O[Si](O)(O)O. The lowest unoccupied orbital energy is 0.446 eV. The HOMO energy comes out at -10.53 eV. The energy above the lowest of the compared OMol25 structures with the same formula, charge and spin is 0.0000 eV.

=====

Formula: C2H8OS
Source: the OMol25 dataset
Level of theory: wB97M-V/def2-TZVPD

Each line ends with the Mulliken charge.
Cartesian coordinates (Å):
H: 2.3972 0.8376 0.9780  0.300
C: -1.7207 -0.6618 -1.1837  -0.694
H: -2.3444 -1.3483 -0.6203  0.262
H: 1.4622 0.8152 3.0689  0.296
C: 1.3344 0.6705 1.1332  -0.450
H: -2.3068 -0.2338 -1.9875  0.299
H: 0.0152 -0.6457 -2.7700  0.110
H: 0.8127 1.1967 0.3333  0.144
S: -0.3047 -1.5789 -1.8680  -0.197
O: 0.8925 1.2050 2.3804  -0.513
H: 1.1461 -0.3951 1.0739  0.228
H: -1.3837 0.1385 -0.5382  0.214

As for the structure (SMILES): CO.CS. The lowest unoccupied orbital energy is 0.883 eV. The HOMO energy comes out at -9.13 eV. The energy above the lowest of the compared OMol25 structures with the same formula, charge and spin is 0.7372 eV.

=====

Formula: C2H8OS2
Source: the OMol25 dataset
Level of theory: wB97M-V/def2-TZVPD

Each line ends with the Mulliken charge.
Cartesian coordinates (Å):
H: 1.4776 1.3153 1.8958  0.319
S: -1.2799 1.6396 -0.8676  -0.023
H: -1.7709 -2.1580 0.8836  0.313
C: -1.1142 -1.3399 0.5472  -0.694
O: 1.7563 0.9882 1.0356  -0.586
H: 0.0249 0.6088 -2.4581  0.349
H: 0.4068 -0.0794 -0.9215  -0.118
H: -1.2529 -1.2519 -0.5341  0.286
C: 0.2101 0.9297 -1.4189  -0.411
H: 1.1531 1.4165 -1.1830  0.312
S: 0.5209 -1.7538 0.9781  -0.212
H: 1.3307 0.0925 0.9938  0.211
H: -1.4625 -0.4076 1.0492  0.253

The lowest unoccupied orbital energy is -4.053 eV. The HOMO energy comes out at -8.63 eV. The energy above the lowest of the compared OMol25 structures with the same formula, charge and spin is 4.7518 eV.

=====

Formula: C2H8OS2
Source: the OMol25 dataset
Level of theory: wB97M-V/def2-TZVPD

Each line ends with the Mulliken charge.
Cartesian coordinates (Å):
H: -2.5506 -1.1463 2.3147  0.335
H: -2.7829 0.0049 3.6809  0.352
H: 2.1313 -0.8148 -1.4024  0.199
H: 1.4830 1.3565 -2.4908  0.290
H: 3.6231 -0.3782 -2.1057  0.220
C: 2.5660 -0.2685 -2.2420  -0.488
H: 2.3317 -0.6175 -3.2434  0.277
H: -1.2727 -0.7303 3.3978  0.324
H: -1.8162 -0.1602 -0.5846  0.279
S: -1.5377 1.0174 1.8429  0.363
S: -2.3547 0.9130 0.0334  0.039
O: 2.3132 1.1288 -2.0644  -0.497
C: -2.1334 -0.3049 2.8637  -0.693

As for the net charge: +1. Its spin multiplicity is 2. The lowest unoccupied orbital energy (spin up / spin down) is -4.943 / -9.031 eV. Its expectation value of S² is 0.76. The HOMO energy (spin up / spin down) comes out at -12.97 / -12.97 eV. The energy above the lowest of the compared OMol25 structures with the same formula, charge and spin is 1.6632 eV.